(1)
Computed, not measured: 3 unconnected molecules or ions with the total composition C20H50O4Si4, with ωB97M-V with the def2-TZVPD basis set.

XYZ file:
```
78
Properties=species:S:1:pos:R:3:forces:R:3
C -0.934643 6.367047 -1.189738 -0.01 0.17 0.24
Si -0.188006 6.684201 0.505419 -0.14 -0.14 -0.06
C -0.591814 5.227716 1.622472 -0.05 0.33 -0.04
C 1.674130 6.758230 0.307051 -0.20 0.33 0.18
O -0.811011 8.091774 1.154733 -0.18 -0.21 -0.06
Si -2.309701 8.696247 1.582257 -0.19 -0.06 -0.01
C -2.197966 10.436241 2.269098 0.34 -0.20 -0.12
C -3.096498 7.606726 2.896127 0.16 0.04 -0.20
C -3.438858 8.738998 0.080184 0.27 -0.10 0.11
H -2.005881 6.166694 -1.110205 0.03 0.01 -0.07
H -0.460915 5.503236 -1.663567 -0.01 0.03 0.03
H -0.794293 7.236488 -1.837386 -0.03 -0.06 -0.03
H -0.247725 5.421291 2.641605 -0.03 -0.07 -0.01
H -0.105329 4.320059 1.259823 0.00 -0.01 -0.01
H -1.669128 5.049174 1.651443 0.04 -0.05 0.05
H 2.166864 6.911436 1.270582 0.03 0.02 -0.07
H 1.965478 7.568748 -0.365421 0.05 -0.03 0.05
H 2.041898 5.818954 -0.115915 -0.08 0.03 0.01
H -1.577718 10.464664 3.168350 -0.01 0.06 -0.04
H -3.195590 10.797530 2.534007 0.04 -0.08 -0.04
H -1.773561 11.122736 1.532264 0.00 0.01 0.07
H -3.320790 6.615175 2.494340 -0.01 0.02 0.09
H -4.033061 8.049105 3.250572 0.09 -0.03 -0.04
H -2.426770 7.490725 3.751116 -0.05 -0.04 0.02
H -3.653129 7.726723 -0.271337 -0.03 0.06 -0.05
H -2.968398 9.294148 -0.735616 -0.07 -0.03 -0.01
H -4.388076 9.222372 0.324913 0.04 -0.01 0.00
C 0.681441 -10.180145 0.288252 -0.14 0.26 0.07
Si -0.993487 -9.364241 0.534764 0.08 -0.06 -0.17
C -1.879628 -9.299085 -1.121216 0.13 0.20 0.24
C -1.997774 -10.451796 1.683689 0.07 0.39 0.10
O -0.796794 -7.819402 1.140248 0.12 -0.04 -0.25
Si -0.050812 -6.397420 0.675987 0.14 0.02 -0.16
C -0.274265 -5.036844 1.945290 -0.18 -0.37 0.06
C -0.768522 -5.791163 -0.951729 0.08 -0.23 0.19
C 1.793539 -6.681432 0.452124 -0.28 -0.13 0.04
H 1.252563 -9.666080 -0.488614 0.04 -0.06 0.04
H 0.560560 -11.223988 -0.012507 -0.01 0.04 0.02
H 1.259628 -10.152621 1.215585 0.03 -0.03 -0.06
H -2.820183 -8.750009 -1.029581 0.01 -0.03 -0.07
H -2.100972 -10.306923 -1.477228 0.00 -0.01 0.01
H -1.261859 -8.800097 -1.871415 -0.07 -0.02 -0.03
H -2.998188 -10.040506 1.840576 0.04 -0.05 0.05
H -1.507742 -10.554852 2.654946 -0.07 -0.01 0.00
H -2.106103 -11.450558 1.251664 0.04 0.08 -0.03
H -1.332320 -4.805274 2.091066 0.05 0.01 0.05
H 0.228753 -4.125978 1.608302 0.00 -0.09 -0.04
H 0.154604 -5.324197 2.908503 -0.05 0.05 -0.01
H -0.532096 -6.485953 -1.762134 -0.06 0.05 -0.01
H -0.354196 -4.811777 -1.212211 -0.04 -0.07 0.06
H -1.854537 -5.696599 -0.881626 0.00 0.03 -0.07
H 1.981401 -7.362415 -0.381647 0.07 0.02 0.04
H 2.225342 -7.117677 1.356697 0.04 0.02 -0.06
H 2.306559 -5.738924 0.244058 -0.03 -0.03 0.01
C -0.561007 -2.888455 -3.023231 0.11 0.84 -0.42
C 0.260811 -1.688891 -3.074611 -0.10 -0.80 0.58
C 1.190730 -1.347825 -1.809502 -1.83 0.43 0.56
O 2.415450 -0.684243 -2.219057 -0.26 1.20 1.24
C 3.140192 -0.232103 -1.058382 1.64 -3.34 2.00
O 3.811478 -1.112738 -0.470359 -2.20 3.30 -1.88
C 3.114202 1.273802 -0.541385 0.70 0.32 -1.66
C 4.594940 1.674059 -0.018232 -0.31 -0.26 -0.61
C 2.814310 2.213845 -1.809181 -0.18 1.10 0.61
C 1.338641 2.875938 -1.780436 1.11 -0.10 -0.32
H -0.198581 -3.864295 -3.500443 -1.51 1.89 -1.14
H -1.614679 -2.886798 -2.559469 2.49 -0.59 1.12
H 0.247004 -0.986562 -3.983902 1.69 -1.96 0.68
H 0.653221 -0.649975 -1.080507 0.58 -0.98 -0.49
H 1.455697 -2.353240 -1.328102 -0.42 1.67 -0.57
H 2.307874 1.412211 0.248253 1.03 -0.37 -0.92
H 4.639776 2.796640 0.229815 -0.24 -1.79 -0.21
H 4.951201 1.033325 0.849080 -0.51 0.87 -1.14
H 5.283193 1.509877 -0.925028 -0.84 0.20 1.48
H 3.545807 3.103172 -1.734356 -1.09 -1.34 -0.20
H 3.059145 1.692851 -2.789174 -0.56 0.53 1.30
H 0.505976 2.099319 -1.667673 1.15 1.12 -0.26
H 1.252834 3.451926 -2.775088 -0.30 -0.78 1.68
H 1.317359 3.607678 -0.888046 -0.18 -1.12 -1.45
```
Forces are in eV/Å.

Its HOMO energy is -7.5 eV. Its SMILES is C[Si](C)(C)O[Si](C)(C)C.C[Si](C)(C)O[Si](C)(C)C.C=CCOC(=O)[C@@H](C)CC. Its max |F| is 0.0853 Eh/bohr. The value obtained for the total energy is -2251.05972 Eh. The calculation puts the LUMO energy at -0.0378 Eh.

***

(2)
Computed, not measured: 3 unconnected molecules or ions with the total composition C20H51BN4O10PS, with ωB97M-V with the def2-TZVPD basis set.

XYZ file:
```
88
Properties=species:S:1:pos:R:3:forces:R:3
C -1.013705 -2.896741 -3.975154 -0.50 0.78 0.40
C -2.354754 -2.780781 -3.012862 2.02 -0.55 0.87
O -3.521360 -2.164579 -3.720406 -0.82 2.86 2.44
B -4.220205 -1.244734 -2.801501 1.21 -5.11 1.46
O -4.568998 -1.794630 -1.445919 -0.62 1.35 -3.88
N -4.593464 0.213576 -3.121353 0.04 0.19 1.23
C -3.450690 1.001279 -3.752850 1.08 2.46 -1.54
C -2.003503 0.810426 -3.002416 -0.21 -1.07 -0.59
C -0.948107 2.050882 -3.208896 0.97 0.55 0.68
N -1.526071 3.428792 -2.973123 -0.47 -1.53 0.12
N 0.140751 1.862269 -2.131684 -1.88 -0.51 -0.62
N -0.206992 2.034050 -4.538710 -1.67 -0.82 0.79
C -3.396289 0.758185 -5.393978 1.00 0.38 -0.03
O -4.719772 0.821553 -6.045932 0.37 -1.59 1.96
C -5.660207 -0.164271 -5.452774 -0.65 0.99 -0.32
C -5.899339 0.289455 -3.887564 -1.98 -0.54 -2.36
S -6.607619 2.061621 -3.981085 -0.26 -0.67 0.56
P -7.301179 -0.742688 -3.012701 -0.39 2.92 5.93
O -7.299655 -0.218063 -1.488697 0.36 -1.87 -4.91
H -0.950633 -3.899016 -4.583877 -0.20 2.11 1.28
H -0.074999 -2.762259 -3.262833 -1.97 -0.51 -1.57
H -1.039402 -1.973530 -4.694015 0.18 -1.84 1.13
H -2.057607 -2.045253 -2.129259 -0.65 -1.86 -1.69
H -2.584608 -3.857075 -2.600399 0.03 2.35 -0.75
H -5.396111 -2.358239 -1.532140 1.50 0.81 0.48
H -4.777295 0.659982 -2.172821 -0.04 -0.67 -1.01
H -3.741746 2.149088 -3.621783 0.37 -2.53 -0.18
H -2.103853 0.657674 -1.823239 -0.14 0.18 -2.57
H -1.492965 -0.144355 -3.505282 -1.07 1.89 1.41
H -1.936283 3.514930 -2.000953 0.61 -0.15 -1.70
H -2.222721 3.711314 -3.697394 0.75 -0.39 0.97
H 0.644367 0.973742 -2.348194 -0.53 0.93 0.47
H -0.340875 1.776766 -1.192852 0.93 -0.09 -1.38
H -0.024999 1.030461 -4.814905 -0.39 1.66 0.17
H -0.737112 2.540524 -5.287948 0.73 -0.80 1.00
H -2.843946 -0.224697 -5.709176 -1.11 1.61 0.89
H -2.745176 1.658133 -5.825106 -1.68 -1.97 0.91
H -5.336879 -1.279636 -5.595916 -0.22 2.04 0.48
H -6.695258 0.000880 -6.024078 2.38 -0.35 1.33
H -7.744551 2.108696 -3.123343 1.60 -0.74 -0.62
H -7.074090 -2.164139 -3.070471 -0.05 0.67 -0.65
H -8.627066 -0.391762 -3.522914 1.39 -0.58 -0.55
C 2.239304 1.202588 1.220749 0.48 -0.19 0.12
O 3.352308 0.866373 0.407029 -0.39 0.57 0.11
C 3.509202 1.706627 -0.729025 0.49 -0.03 0.05
C 4.936098 2.260085 -0.847766 0.01 0.13 -0.13
O 5.364128 3.153642 0.185169 -0.15 -0.43 -0.05
C 5.466834 2.627299 1.509357 -0.13 0.13 0.23
C 6.512468 1.536614 1.736514 -0.34 -0.21 0.02
O 6.210568 0.338762 1.021619 0.44 0.44 -0.29
C 7.281355 -0.138802 0.221154 -0.35 -0.21 0.13
H 1.368814 0.630629 0.902085 -0.34 -0.01 0.01
H 2.481446 0.931142 2.253613 -0.09 -0.04 -0.13
H 2.012032 2.275247 1.200788 0.03 -0.10 -0.07
H 2.795188 2.538379 -0.727704 0.03 -0.07 0.13
H 3.298830 1.093404 -1.614316 0.11 0.18 -0.18
H 4.981166 2.846082 -1.775449 -0.13 0.06 0.23
H 5.662827 1.461048 -0.982203 -0.13 -0.20 0.15
H 4.482518 2.316655 1.869433 0.17 -0.23 -0.08
H 5.742406 3.479977 2.143339 0.12 -0.07 -0.23
H 6.521555 1.270235 2.801886 -0.02 0.30 0.01
H 7.509682 1.916972 1.486325 -0.09 -0.06 -0.13
H 7.898476 0.671908 -0.177001 0.00 0.01 0.07
H 6.854118 -0.683713 -0.626863 0.01 0.01 0.15
H 7.896161 -0.827379 0.805290 0.20 0.02 -0.09
C 3.092572 -2.554514 7.677526 -0.26 -0.22 -0.13
O 1.769818 -2.095478 7.446082 0.55 0.41 -0.16
C 1.614708 -0.689847 7.592380 -0.40 -0.09 -0.27
C 0.913484 -0.055298 6.383215 0.01 0.19 0.15
O 1.617919 -0.100885 5.138103 -0.17 -0.30 0.11
C 1.865296 -1.387765 4.569064 0.30 -0.05 -0.02
C 0.641941 -2.197116 4.141400 0.13 -0.23 0.42
O -0.173292 -2.574464 5.250486 -0.23 0.60 -0.46
C -1.542257 -2.229083 5.102016 0.23 -0.30 0.34
H 3.203829 -2.832746 8.724735 0.22 0.00 0.13
H 3.255815 -3.441939 7.057081 -0.07 0.06 0.13
H 3.850272 -1.810443 7.403853 -0.12 -0.02 0.06
H 2.572826 -0.185485 7.763429 0.01 -0.14 -0.10
H 0.992730 -0.525544 8.481304 -0.02 0.25 -0.09
H 0.785548 1.012565 6.605299 0.22 -0.13 -0.06
H -0.096598 -0.441918 6.261038 0.05 -0.26 0.09
H 2.519506 -1.970228 5.223112 -0.30 -0.08 0.02
H 2.463049 -1.199921 3.667766 -0.19 0.11 0.04
H 0.980451 -3.130105 3.671295 0.19 0.18 -0.12
H 0.070184 -1.641052 3.389343 -0.06 0.07 0.14
H -1.680441 -1.309132 4.526506 0.04 -0.02 -0.04
H -1.961479 -2.067291 6.100348 0.07 -0.10 -0.11
H -2.078396 -3.053917 4.627102 -0.18 0.07 -0.11
```
Forces are in eV/Å.

Its HOMO energy is -10.3 eV. The charge is +1. Its max |F| is 0.1288 Eh/bohr. The value obtained for the total energy is -2527.94968 Eh. The calculation puts the LUMO energy at -0.1409 Eh.